Record 1
Here is C56H44N8OPSTa as an isolated structure in a non-equilibrium geometry from OMol25. Energies are from ωB97M-V/def2-TZVPD.

```
112
Properties=species:S:1:pos:R:3:lowdin_charge:R:1
Ta -0.15033 0.41698 0.35806 1.85
C -2.15766 3.71940 -5.08959 -0.04
C -0.81057 3.61868 -5.47460 -0.03
C 0.12406 2.99379 -4.66561 0.01
C -0.33315 2.48386 -3.45922 -0.12
C 0.37706 1.74446 -2.42376 -0.27
N -0.51774 1.47495 -1.38990 -0.01
C -1.80412 1.91594 -1.79714 -0.23
N -2.94565 1.71301 -1.20674 0.23
C -3.14294 0.92437 -0.15105 -0.26
C -4.41707 0.69708 0.48109 -0.11
C -5.67389 1.24240 0.23081 0.01
C -6.72060 0.79417 1.01350 -0.04
C -6.52628 -0.18057 2.01066 -0.03
C -5.28001 -0.72889 2.24880 0.01
C -4.22612 -0.26467 1.46920 -0.11
C -2.83040 -0.63917 1.44803 -0.26
N -2.30781 -1.63716 2.15118 0.23
C -1.05083 -2.00108 2.06864 -0.26
N -0.00433 -1.30347 1.49565 -0.05
C 1.12705 -2.15314 1.44741 -0.26
N 2.26285 -1.96456 0.82118 0.23
C 2.52579 -1.04208 -0.09142 -0.25
N 1.64957 -0.06219 -0.59231 -0.06
C 2.20090 0.50915 -1.69442 -0.25
N 1.62101 1.36799 -2.53770 0.23
C 3.53173 -0.03306 -1.87667 -0.12
C 4.49704 0.24174 -2.83722 0.01
C 5.68191 -0.46658 -2.75677 -0.04
C 5.88668 -1.43379 -1.75679 -0.04
C 4.91383 -1.71872 -0.81436 0.01
C 3.73123 -0.98972 -0.88848 -0.12
C 0.77430 -3.39180 2.11645 -0.11
C 1.51265 -4.54976 2.33068 0.01
C 0.86620 -5.59887 2.96006 -0.04
C -0.47915 -5.50194 3.35495 -0.04
C -1.21207 -4.35040 3.12803 0.01
C -0.55508 -3.29690 2.50457 -0.11
N -2.19750 0.12689 0.49320 -0.04
C -1.66049 2.58353 -3.07875 -0.13
C -2.60543 3.19940 -3.88693 0.01
H -2.85804 4.21467 -5.75003 0.12
H -0.50077 4.03802 -6.42269 0.12
H 1.16385 2.90607 -4.95444 0.12
H -5.82104 1.98635 -0.54149 0.12
H -7.71367 1.19695 0.85884 0.12
H -7.37368 -0.50574 2.60054 0.12
H -5.12545 -1.48174 3.01119 0.12
H 4.32835 0.98475 -3.60627 0.12
H 6.46653 -0.28037 -3.47860 0.12
H 6.82637 -1.96993 -1.72923 0.12
H 5.06545 -2.46746 -0.04742 0.12
H 2.54720 -4.62064 2.02042 0.12
H 1.40490 -6.51758 3.15265 0.12
H -0.94696 -6.34615 3.84476 0.12
H -2.24969 -4.26758 3.42461 0.12
H -3.64275 3.26821 -3.58649 0.13
C 3.88294 -0.08013 5.99151 -0.05
C 4.45834 0.93924 5.24594 -0.05
C 3.88305 1.34241 4.04697 -0.07
C 2.71941 0.72219 3.60517 -0.35
C 2.14514 -0.31104 4.35150 -0.09
C 2.72401 -0.70612 5.54609 -0.06
P 1.83298 1.25699 2.13885 1.07
C 2.88545 2.35069 1.14823 -0.35
C 4.17771 1.93413 0.81796 -0.11
C 4.96328 2.69298 -0.03569 -0.06
C 4.46067 3.86788 -0.58465 -0.05
C 3.17602 4.28434 -0.26680 -0.06
C 2.38795 3.53274 0.59821 -0.08
C 0.44858 2.22750 2.67388 -0.43
C 0.32853 3.01469 3.81428 -0.04
C -0.84097 3.72924 3.99290 -0.04
C -1.86619 3.65103 3.04187 -0.04
C -1.75130 2.83312 1.93356 -0.09
C -0.58111 2.06956 1.73490 -0.30
H 4.33932 -0.38916 6.92319 0.12
H 5.35782 1.42844 5.59620 0.12
H 4.33380 2.14689 3.48032 0.11
H 1.23768 -0.79793 4.00744 0.10
H 2.27453 -1.50034 6.12788 0.11
H 4.58341 1.01675 1.23318 0.11
H 5.96866 2.36743 -0.27145 0.12
H 5.07579 4.46318 -1.24743 0.11
H 2.78616 5.20689 -0.67879 0.11
H 1.39459 3.88086 0.85210 0.10
H 1.13617 3.07599 4.53499 0.12
H -0.96291 4.35717 4.86702 0.12
H -2.77155 4.22807 3.18790 0.12
H -2.57968 2.79960 1.23923 0.09
C -3.57048 -3.49220 -0.44399 -0.09
C -3.13046 -3.95280 -1.82832 -0.27
C -1.72591 -3.49576 -2.20663 -0.31
S -1.56518 -1.70999 -2.21128 1.01
O -0.57510 -1.36744 -1.09237 -0.62
C -0.64033 -1.47868 -3.71885 -0.33
C -1.52072 -1.45629 -4.96305 -0.26
C -2.50917 -0.29317 -5.00424 -0.09
H -4.59403 -3.80361 -0.23464 0.09
H -3.54394 -2.40204 -0.34573 0.05
H -2.92668 -3.91110 0.33440 0.08
H -3.84126 -3.62102 -2.58870 0.11
H -3.12523 -5.04342 -1.87207 0.12
H -1.42490 -3.84941 -3.19383 0.10
H -0.97368 -3.80985 -1.47497 0.11
H 0.11899 -2.26423 -3.73959 0.11
H -0.13941 -0.51699 -3.56973 0.08
H -2.03781 -2.41430 -5.07301 0.11
H -0.84005 -1.38911 -5.81278 0.12
H -3.23962 -0.33222 -4.19298 0.07
H -3.06376 -0.29470 -5.94201 0.09
H -1.98471 0.66587 -4.93114 0.06
```

## Properties
- E_HOMO (alpha / beta): -0.4172 / -0.4162 Eh
- LUMO energy (alpha / beta): -7.3 / -7.3 eV
- Energy above the lowest of the compared OMol25 structures with the same formula, charge and spin: 54.5 kcal/mol
- Net charge: +2

Record 2
Here is a 2-piece molecular cluster, C5H11O2 overall in a non-equilibrium geometry from OMol25. Energies are from ωB97M-V/def2-TZVPD.

```
18
Properties=species:S:1:pos:R:3:lowdin_charge:R:1
C -1.85489 -1.85353 -0.02539 -0.17
C -1.68436 -0.93672 -1.34323 -0.17
H -2.42908 -1.30569 0.77956 0.07
H -2.25170 -2.86144 -0.39985 0.05
H -0.79983 -2.28371 0.31030 0.09
H -1.17078 -1.36674 -2.27807 0.09
H -1.14449 -0.15862 -0.96983 -0.04
H -2.72170 -0.82099 -1.67323 0.05
C 1.51913 1.86317 0.57439 -0.21
C 1.28369 0.73338 -0.43966 -0.14
C 1.54654 0.96995 1.93039 -0.77
O 0.44824 0.79815 2.45803 -0.08
O 2.65257 0.40235 2.22756 -0.13
H 2.52885 2.35747 0.45050 0.08
H 0.82351 2.78964 0.52860 0.10
H 0.13907 0.99659 -0.53529 0.08
H 1.34544 -0.27706 -0.16698 0.05
H 1.76978 0.95380 -1.42779 0.07
```

## Properties
- E_HOMO: -0.1406 Eh
- LUMO energy: 3.7 eV
- Energy above the lowest of the compared OMol25 structures with the same formula, charge and spin: 49.3 kcal/mol
- Net charge: -1

Look up the energy above the lowest of the compared OMol25 structures with the same formula, charge and spin of the first one.
54.5 kcal/mol